DFT (ωB97M-V with the def2-TZVPD basis set) results for C2H2ClNS as an isolated structure.

Properties
Lowest unoccupied orbital energy, eV: -1.793
Orbital gap, eV: 7.62
DFT total energy, hartree: -990.37049
ΔE to the lowest compared entry with this formula, charge and spin, kJ/mol: 337.5

Structure (ORCA input):
```
! RIJCOSX wB97M-V def2-TZVPD def2/J DEFGRID3
* xyz 0 1
S -0.34 1.60 0.20
C 0.38 -0.57 -0.03
Cl -3.02 -1.00 0.31
C -0.85 -0.04 -0.02
H 0.96 -1.45 -0.51
N 1.06 0.63 0.38
H 1.81 0.82 -0.33
*
```

How positive or negative is each atom? The Mulliken charges in e answer that:
1 S -0.003
2 C -0.248
3 Cl -0.257
4 C 0.213
5 H 0.267
6 N -0.271
7 H 0.300